This record from OMol25 describes a molecular structure, C38H49Br2GeO4V at a distorted geometry. The level of theory is wB97M-V/def2-TZVPD.

Geometry as XYZ:
```
95
Properties=species:S:1:pos:R:3
V 1.358 -0.839 0.555
C 1.657 -4.004 -1.568
O 2.169 -3.109 -0.569
C 3.148 -3.715 0.258
C 3.790 -2.572 0.973
O 2.712 -1.811 1.669
C 2.554 -2.238 3.084
C 1.233 -2.865 3.330
O 0.249 -1.949 2.874
C -1.032 -2.351 3.402
H 2.481 -4.376 -2.176
H 1.133 -4.843 -1.110
H 0.968 -3.448 -2.194
H 2.679 -4.437 0.933
H 3.913 -4.234 -0.324
H 4.548 -2.871 1.687
H 4.225 -1.893 0.257
H 3.356 -2.926 3.329
H 2.662 -1.347 3.687
H 1.114 -3.826 2.820
H 1.146 -3.031 4.406
H -1.011 -2.258 4.488
H -1.798 -1.710 2.995
H -1.254 -3.383 3.134
C -4.087 -0.200 -5.197
C -4.465 -0.466 -3.730
C -5.442 0.618 -3.244
C -5.152 -1.827 -3.636
C -3.204 -0.411 -2.870
C -2.787 -1.485 -2.087
C -1.655 -1.337 -1.331
Br -1.069 -2.808 -0.286
C -0.894 -0.164 -1.300
O 0.207 -0.227 -0.433
C -1.257 0.920 -2.103
C -2.421 0.737 -2.849
C -0.538 2.277 -2.294
C 0.728 2.463 -1.464
C -0.125 2.403 -3.770
C -1.520 3.405 -1.929
H -4.974 -0.297 -5.827
H -3.342 -0.919 -5.548
H -3.688 0.807 -5.342
H -6.363 0.573 -3.829
H -5.024 1.623 -3.355
H -5.700 0.469 -2.191
H -6.044 -1.821 -4.265
H -5.475 -2.054 -2.615
H -4.507 -2.637 -3.992
H -3.330 -2.420 -2.067
H -2.734 1.563 -3.473
H 1.492 1.728 -1.715
H 0.520 2.425 -0.400
H 1.143 3.450 -1.682
H 0.570 1.606 -4.049
H 0.378 3.361 -3.925
H -0.979 2.363 -4.449
H -1.936 3.250 -0.932
H -2.350 3.482 -2.635
H -0.994 4.364 -1.937
Ge 1.093 1.245 2.114
C 1.422 0.804 3.941
C 2.702 1.062 4.458
C 2.943 0.888 5.814
C 1.923 0.433 6.643
C 0.649 0.176 6.132
C 0.398 0.343 4.782
C -0.646 2.021 1.827
C -1.834 1.299 1.713
C -3.051 1.966 1.681
C -3.080 3.354 1.766
C -1.897 4.077 1.861
C -0.675 3.417 1.867
H 2.179 2.253 1.707
H 3.494 1.425 3.813
H 3.919 1.114 6.224
H 2.119 0.278 7.699
H -0.147 -0.140 6.796
H -0.595 0.161 4.389
H -1.813 0.224 1.642
H -3.975 1.407 1.600
H -4.029 3.876 1.744
H -1.923 5.158 1.916
H 0.243 3.991 1.926
Br 6.420 1.115 -3.308
C 4.977 0.661 -2.202
C 4.996 1.033 -0.868
C 3.927 0.682 -0.051
C 2.842 -0.033 -0.557
C 2.839 -0.380 -1.911
C 3.903 -0.039 -2.734
H 5.835 1.590 -0.470
H 3.963 0.980 0.990
H 2.003 -0.907 -2.352
H 3.897 -0.309 -3.783
```

Results
**Expectation value of S²**: 2.065
**Frontier orbital gap (spin up / spin down)**: 6.545 / 4.916 eV
**Charge**: +2
**Energy above the lowest of the compared OMol25 structures with the same formula, charge and spin**: 2.250 eV
**Spin multiplicity**: 3